[1]
Below is a molecular structure, C37H99MnN9O12, with properties calculated with ωB97M-V/def2-TZVPD.

Properties
Molecular weight: 917.2 g/mol
⟨S²⟩: 8.75
Orbital gap (spin up / spin down): 7.5 / 7.5 eV
2S+1: 6

Structure (XYZ):
```
158
C37H99MnN9O12 ωB97M-V/def2-TZVPD
Mn -1.3299 -1.7286 0.5885
C 0.2311 -0.2762 -0.2876
O 0.7579 -1.4310 -0.2062
O -0.8527 -0.2782 -0.9049
O -0.1293 -0.0028 0.8788
C 4.0163 -3.6924 -0.5572
C 2.7907 -4.5715 -0.6400
C 2.2301 -5.0383 0.6960
O 1.0965 -5.8963 0.6598
C 1.4589 -7.1996 0.2018
N 1.8687 -3.7218 -1.4423
H 3.8877 -2.6660 -0.2136
H 4.4656 -3.7757 -1.5468
H 4.6893 -4.0662 0.2145
H 2.9887 -5.5197 -1.1397
H 1.9735 -4.0833 1.1547
H 3.0624 -5.3794 1.3116
H 1.7430 -7.1874 -0.8505
H 0.6239 -7.8811 0.0390
H 2.2090 -7.6658 0.8406
H 2.4232 -3.3572 -2.2036
H 1.6217 -2.8459 -1.0043
C -0.3779 3.1701 -2.1744
C -0.5050 4.3739 -1.1921
C -1.4077 3.9205 0.0660
O -2.7510 3.6531 -0.2665
C -3.4506 4.7901 -0.6599
N 0.8667 4.5526 -0.7277
H -1.2860 2.7142 -2.5691
H 0.1260 2.3778 -1.6208
H 0.3599 3.3621 -2.9534
H -0.7692 5.2666 -1.7591
H -1.2145 4.5172 0.9575
H -1.1647 2.9312 0.4537
H -2.9812 5.7453 -0.4242
H -4.4008 4.6531 -0.1438
H -3.4192 4.7284 -1.7477
H 1.0147 5.0447 0.1418
H 1.4795 3.7500 -0.7494
C -2.5195 -5.3927 -0.1582
C -1.6662 -4.3896 -0.8386
C -2.5424 -3.2432 -1.5189
O -3.1435 -2.4505 -0.5438
C -4.2243 -1.6858 -1.1248
N -0.6931 -3.8443 0.0374
H -1.9648 -6.2974 0.0906
H -3.2421 -5.8481 -0.8354
H -3.0007 -4.9788 0.7279
H -1.0970 -4.8224 -1.6613
H -3.3509 -3.6245 -2.1426
H -1.9532 -2.6298 -2.2006
H -4.9899 -2.3135 -1.5809
H -4.0940 -0.9778 -1.9432
H -4.6397 -1.2264 -0.2279
H -0.0185 -3.5067 -0.6342
H -0.1506 -4.5942 0.4415
C -2.4681 -2.6543 4.7428
C -2.5727 -2.3179 3.2393
C -3.0587 -0.8985 3.0421
O -2.9507 -0.5324 1.6395
C -3.3216 0.7918 1.4493
N -1.3114 -2.5781 2.5827
H -1.6762 -2.0236 5.1469
H -2.2181 -3.6828 5.0029
H -3.2743 -2.4011 5.4312
H -3.1578 -3.1191 2.7879
H -2.4259 -0.1427 3.5075
H -4.0753 -0.7043 3.3841
H -3.1718 1.1515 0.4313
H -2.7679 1.3584 2.1980
H -4.3951 0.7978 1.6383
H -0.5932 -2.0245 3.0273
H -1.0452 -3.4753 2.9625
C -3.5115 1.3250 -3.9886
C -4.3628 0.1498 -4.4632
C -5.3706 0.5663 -5.6162
O -6.2613 -0.5048 -5.8637
C -5.8468 -1.4987 -6.7799
N -3.5325 -0.8849 -4.7647
H -2.9668 0.8842 -3.1536
H -4.0593 2.2063 -3.6549
H -2.7349 1.5946 -4.7044
H -5.0034 -0.1980 -3.6528
H -4.8653 0.8507 -6.5392
H -5.9368 1.4458 -5.3098
H -4.9891 -2.0042 -6.3363
H -5.5383 -1.2384 -7.7924
H -6.6410 -2.2388 -6.6823
H -3.0067 -1.1600 -3.9475
H -2.8457 -0.3905 -5.3160
C 3.1100 -1.0343 2.4209
C 1.8812 -1.7264 3.0161
C 2.0525 -2.6547 4.3596
O 2.8506 -1.9328 5.3629
C 3.9376 -2.7628 5.8110
N 0.8193 -0.7582 3.3532
H 3.7916 -1.7968 2.0439
H 3.5228 -0.3854 3.1934
H 2.7548 -0.4683 1.5598
H 1.4057 -2.3387 2.2498
H 2.4622 -3.6309 4.1004
H 1.1655 -2.8281 4.9689
H 4.6133 -2.8566 4.9609
H 3.7174 -3.7590 6.1948
H 4.6102 -2.3739 6.5756
H 1.1868 0.1114 3.7121
H 0.4403 -0.4211 2.4798
C 0.1935 3.1364 4.3884
C -0.1730 4.5460 4.8853
C -0.9595 4.6305 6.1556
O -1.5621 5.8876 6.2925
C -2.2848 6.1597 7.4480
N 0.9893 5.4074 4.9822
H 0.9805 3.3132 3.6552
H -0.6713 2.6517 3.9355
H 0.6164 2.4759 5.1453
H -0.7789 4.9081 4.0548
H -0.4060 4.2321 7.0060
H -1.8187 3.9637 6.0841
H -2.6299 7.1559 7.7244
H -1.6320 5.8387 8.2598
H -3.1544 5.5026 7.4435
H 1.6857 5.1326 5.6602
H 0.5231 6.2543 5.2748
C 6.2406 6.1218 -1.0265
C 5.6577 4.9525 -1.8255
C 5.0520 3.9445 -0.8745
O 4.6541 2.7949 -1.6920
C 3.9414 1.8042 -1.0003
N 4.6487 5.4904 -2.6912
H 6.9740 6.6463 -1.6389
H 6.8390 5.8765 -0.1491
H 5.4463 6.7937 -0.7015
H 6.4465 4.3677 -2.2987
H 4.2185 4.3537 -0.3036
H 5.7842 3.7291 -0.0964
H 3.0353 2.1690 -0.5166
H 4.5671 1.6345 -0.1241
H 3.7444 1.0071 -1.7172
H 3.9615 5.9602 -2.1194
H 4.0155 4.7468 -2.9489
C 0.3062 0.5649 -4.5852
C 0.6418 -0.8687 -4.4093
C 1.9490 -1.0790 -3.5320
O 2.6938 -2.3091 -3.7411
C 3.5058 -2.3982 -4.8918
N -0.4749 -1.4841 -3.7981
H 0.2835 1.2292 -3.7214
H -0.6126 0.7888 -5.1271
H 1.0322 0.9133 -5.3198
H 0.8479 -1.2901 -5.3932
H 1.8415 -0.8323 -2.4757
H 2.7067 -0.3493 -3.8178
H 4.5382 -2.6133 -4.6160
H 3.4562 -1.6243 -5.6577
H 3.0916 -3.3210 -5.2980
H -0.1604 -2.3295 -3.3438
H -0.8113 -0.8806 -3.0614
```

***

[2]
Below is 2 unconnected molecules or ions with the total composition CH5N2, with properties calculated with ωB97M-V/def2-TZVPD.

Properties
Net charge: +1
Molecular weight: 45.1 g/mol
Orbital gap: 12.3 eV
Energy above the lowest of the compared OMol25 structures with the same formula, charge and spin: 189.0 kJ/mol

Structure (XYZ):
```
8
CH5N2 ωB97M-V/def2-TZVPD
C -0.3350 0.1635 -0.0082
N 0.0140 -0.5639 -1.0255
N 0.4273 0.3058 1.0536
H -1.4821 1.1204 0.0297
H -0.3715 -0.5621 -1.9380
H 0.7591 -1.3400 -0.9378
H 0.2392 0.9605 1.9092
H 1.2697 -0.2297 1.1032
```

***

[3]
Below is C5H8ClN5 in the gas phase, with properties calculated with ωB97M-V/def2-TZVPD.

Properties
Molecular weight: 173.6 g/mol
SMILES string: CCNc1nc(N)nc(Cl)n1
Orbital gap: 10.2 eV
Energy above the lowest of the compared OMol25 structures with the same formula, charge and spin: 0.0 kJ/mol

Structure (XYZ):
```
19
C5H8ClN5 ωB97M-V/def2-TZVPD
C 1.6047 -0.6053 -2.3937
C 1.1146 0.7471 -1.9108
N 1.0145 0.8535 -0.4509
C -0.0358 0.3613 0.2303
N 0.0559 0.4338 1.5785
C -1.0056 -0.0434 2.2230
N -1.0152 0.0054 3.5641
N -2.0979 -0.6011 1.6378
C -2.0193 -0.6162 0.3358
Cl -3.3937 -1.3038 -0.5007
N -1.0567 -0.1756 -0.4468
H 0.9146 -1.3536 -2.1511
H 2.5703 -0.8922 -1.9474
H 1.6925 -0.6478 -3.4753
H 1.8657 1.5091 -2.2197
H 0.1343 1.0160 -2.3722
H 1.7966 1.1520 0.1116
H -0.2948 0.4537 4.0559
H -1.8448 -0.2929 4.1316
```

***

The lowest molecular weight belongs to which entry?
CH5N2

***

Please write out number 2 again, unchanged.
Below is 2 unconnected molecules or ions with the total composition CH5N2, with properties calculated with ωB97M-V/def2-TZVPD.

Properties
Net charge: +1
Molecular weight: 45.1 g/mol
Orbital gap: 12.3 eV
Energy above the lowest of the compared OMol25 structures with the same formula, charge and spin: 189.0 kJ/mol

Structure (XYZ):
```
8
CH5N2 ωB97M-V/def2-TZVPD
C -0.3350 0.1635 -0.0082
N 0.0140 -0.5639 -1.0255
N 0.4273 0.3058 1.0536
H -1.4821 1.1204 0.0297
H -0.3715 -0.5621 -1.9380
H 0.7591 -1.3400 -0.9378
H 0.2392 0.9605 1.9092
H 1.2697 -0.2297 1.1032
```